{
  "formula": "C8H18N2",
  "method": "ωB97M-V/def2-TZVPD",
  "e_lumo_ha": [-0.3707, -0.3708],
  "charge": 2,
  "de_lowest_kj_mol": 487.0,
  "gap_ev": [8.7684, 8.7663],
  "energy_ev": -11546.624,
  "elements": ["C", "C", "C", "C", "C", "C", "C", "C", "N", "N", "H", "H", "H", "H", "H", "H", "H", "H", "H", "H", "H", "H", "H", "H", "H", "H", "H", "H"],
  "xyz": [[2.60, 0.09, -0.15], [-0.26, -1.95, -0.54], [0.99, -1.81, 0.28], [-1.38, -1.14, 0.25], [-0.27, 0.77, 1.02], [2.88, 1.50, -0.14], [-0.98, 0.77, -1.28], [-2.57, 0.98, 0.57], [1.45, -0.47, 0.03], [-1.31, 0.33, 0.18], [3.43, -0.67, -0.20], [-0.08, -1.64, -1.61], [-0.67, -2.90, -0.46], [0.68, -1.96, 1.29], [1.87, -2.52, 0.07], [-2.30, -1.35, -0.28], [-1.39, -1.44, 1.28], [-0.22, 0.19, 2.00], [0.11, 1.78, 1.07], [1.82, 1.98, -0.25], [3.41, 1.74, 0.78], [3.60, 1.75, -0.91], [-1.43, 1.78, -1.50], [0.16, 0.84, -1.25], [-1.32, 0.11, -2.12], [-2.87, 1.83, -0.12], [-3.31, 0.13, 0.41], [-2.65, 1.28, 1.58]],
  "lowdin_charge": [-0.100, -0.098, -0.172, -0.094, 0.219, -0.006, 0.056, 0.047, 0.064, -0.373, 0.185, 0.146, 0.117, 0.120, 0.181, 0.142, 0.144, 0.172, 0.130, 0.117, 0.124, 0.110, 0.130, 0.097, 0.139, 0.143, 0.151, 0.110]
}

---

{
  "formula": "C8H18N2O2",
  "method": "ωB97M-V/def2-TZVPD",
  "e_lumo_ha": 0.0282,
  "smiles": "C[C@@H](O)CC=O.CNN=C(C)C",
  "de_lowest_kj_mol": 0.0,
  "gap_ev": 9.1689,
  "energy_ev": -15661.110,
  "elements": ["C", "C", "O", "C", "C", "O", "H", "H", "H", "H", "H", "H", "H", "H", "C", "N", "N", "C", "C", "C", "H", "H", "H", "H", "H", "H", "H", "H", "H", "H"],
  "xyz": [[3.60, -2.50, 1.58], [2.51, -1.85, 0.74], [3.15, -1.01, -0.23], [1.60, -2.81, 0.00], [0.65, -3.52, 0.88], [0.43, -3.22, 2.03], [4.27, -3.13, 0.97], [3.19, -3.11, 2.39], [4.23, -1.73, 2.04], [1.85, -1.26, 1.41], [3.57, -0.30, 0.28], [2.20, -3.52, -0.58], [1.02, -2.25, -0.73], [0.07, -4.35, 0.41], [-3.77, 2.33, -2.64], [-2.89, 2.84, -1.69], [-2.30, 1.69, -1.14], [-1.47, 1.85, -0.15], [-1.32, 3.19, 0.52], [-0.55, 0.72, 0.28], [-4.52, 1.72, -2.12], [-4.27, 3.15, -3.13], [-3.28, 1.69, -3.39], [-3.33, 3.46, -0.99], [-0.37, 3.16, 1.09], [-2.14, 3.44, 1.22], [-1.23, 3.97, -0.26], [-1.10, -0.06, 0.83], [0.19, 1.13, 0.96], [0.00, 0.27, -0.57]],
  "lowdin_charge": [-0.046, -0.453, -0.053, -0.126, -0.247, 0.042, 0.094, 0.080, 0.081, 0.139, 0.096, 0.131, 0.126, 0.126, -0.176, -0.154, 0.034, -0.380, -0.063, -0.048, 0.075, 0.070, 0.085, 0.115, 0.068, 0.088, 0.080, 0.082, 0.056, 0.078]
}

---

{
  "formula": "C8H18N2O5S",
  "method": "ωB97M-V/def2-TZVPD",
  "e_lumo_ha": 0.0151,
  "smiles": "CSCC[C@H](N)C(=O)O.N[C@@H](CO)C(=O)O",
  "de_lowest_kj_mol": 0.0,
  "gap_ev": 9.1016,
  "energy_ev": -32639.849,
  "elements": ["C", "S", "C", "C", "C", "N", "C", "O", "O", "H", "H", "H", "H", "H", "H", "H", "H", "H", "H", "H", "N", "C", "C", "O", "C", "O", "O", "H", "H", "H", "H", "H", "H", "H"],
  "xyz": [[-0.98, 3.29, 2.57], [-1.89, 1.76, 2.48], [-1.58, 1.28, 0.73], [-0.15, 0.88, 0.40], [0.27, -0.44, 1.08], [-0.82, -1.42, 1.17], [0.93, -0.18, 2.40], [0.92, -0.95, 3.33], [1.57, 1.01, 2.40], [-1.34, 3.82, 3.37], [0.03, 3.09, 2.70], [-1.08, 3.88, 1.73], [-1.85, 2.17, 0.14], [-2.34, 0.48, 0.46], [0.00, 0.77, -0.62], [0.53, 1.70, 0.70], [1.09, -0.86, 0.51], [-0.31, -2.27, 1.41], [-1.45, -1.13, 1.89], [2.16, 0.94, 3.18], [-1.04, -1.95, -3.19], [-0.23, -1.23, -2.24], [0.71, -2.33, -1.71], [1.50, -2.53, -2.91], [0.58, -0.01, -2.95], [0.36, 0.62, -3.96], [1.61, 0.33, -2.12], [-1.21, -1.38, -3.96], [-0.57, -2.63, -3.52], [-0.82, -0.86, -1.40], [1.29, -2.05, -0.86], [0.10, -3.26, -1.53], [2.00, -3.26, -2.81], [2.13, 0.92, -2.58]],
  "lowdin_charge": [-0.393, 0.832, -0.462, -0.206, -0.321, 0.087, -0.503, 0.102, 0.079, 0.005, 0.002, 0.025, 0.080, 0.094, 0.047, 0.115, 0.122, 0.094, 0.063, 0.144, 0.096, -0.245, -0.155, -0.023, -0.397, 0.119, 0.101, 0.063, -0.015, 0.113, 0.083, 0.146, 0.027, 0.080]
}

---

{
  "formula": "C8H18N2S4",
  "method": "ωB97M-V/def2-TZVPD",
  "e_lumo_ha": 0.0160,
  "de_lowest_kj_mol": 588.5,
  "gap_ev": 8.9010,
  "energy_ev": -54903.149,
  "elements": ["C", "C", "C", "C", "C", "C", "C", "C", "H", "H", "H", "H", "H", "H", "H", "H", "H", "H", "H", "H", "H", "H", "H", "H", "H", "H", "N", "N", "S", "S", "S", "S"],
  "xyz": [[1.65, 2.28, 0.14], [0.89, 1.02, -0.44], [2.64, -2.40, 0.29], [1.33, -2.14, 1.12], [0.07, -2.48, 0.79], [-0.25, -2.88, -0.71], [-2.58, 0.20, 0.03], [-3.06, 1.59, -0.27], [3.76, 2.38, -1.00], [2.35, 4.02, -0.74], [2.30, 1.98, 0.96], [0.77, 2.91, 0.43], [0.46, 0.21, 0.19], [0.00, 1.32, -1.08], [2.76, -3.15, -0.47], [3.28, -2.71, 1.23], [1.67, -2.06, 2.13], [-0.73, -2.55, 1.57], [0.08, -4.04, -0.96], [0.41, -1.98, -1.36], [-1.65, 0.12, 0.72], [-3.26, -0.29, 0.68], [-2.42, 2.24, -0.99], [-4.06, 1.41, -0.79], [-2.51, 2.25, 1.49], [-4.16, 1.65, 1.56], [2.52, 2.92, -1.12], [-3.38, 2.11, 0.93], [1.91, 0.02, -1.54], [3.46, -0.74, -0.29], [-2.07, -2.59, -0.96], [-2.18, -0.61, -1.56]],
  "lowdin_charge": [-0.306, -0.595, -0.467, -0.221, -0.214, -0.541, -0.593, -0.470, 0.182, 0.102, 0.068, 0.093, 0.025, 0.059, 0.048, 0.094, 0.078, 0.104, 0.123, 0.075, 0.085, 0.056, 0.144, 0.130, 0.087, 0.149, -0.131, -0.061, 0.493, 0.459, 0.451, 0.496]
}

---

{
  "formula": "C8H18N3O3",
  "method": "ωB97M-V/def2-TZVPD",
  "e_lumo_ha": -0.1445,
  "charge": 1,
  "de_lowest_kj_mol": 204.3,
  "gap_ev": 9.2241,
  "energy_ev": -19191.275,
  "elements": ["C", "C", "C", "C", "C", "C", "C", "C", "N", "N", "N", "O", "O", "O", "H", "H", "H", "H", "H", "H", "H", "H", "H", "H", "H", "H", "H", "H", "H", "H", "H", "H"],
  "xyz": [[1.39, -1.86, -0.60], [-0.66, -0.59, -0.41], [-4.21, -0.90, 0.31], [-2.73, 0.65, 1.48], [-3.16, 0.73, -1.06], [2.91, 0.05, 1.71], [4.29, -1.11, 0.06], [-2.96, -0.10, 0.19], [0.07, -1.71, -0.86], [2.01, -0.81, -0.16], [3.14, -0.68, 0.51], [-0.20, 0.49, -0.37], [4.78, 0.96, -1.17], [-1.87, -1.06, -0.14], [1.96, -2.81, -0.55], [-4.13, -1.79, 1.02], [-5.01, -0.27, 0.55], [-4.64, -1.34, -0.73], [-1.87, 1.30, 1.57], [-2.60, -0.21, 2.35], [-3.49, 1.36, 1.71], [-2.39, 1.41, -1.23], [-3.12, 0.11, -1.95], [-4.08, 1.43, -1.06], [3.50, -0.38, 2.52], [3.18, 1.05, 1.75], [1.89, 0.18, 2.00], [5.29, -0.87, 0.42], [4.28, -1.70, -0.76], [-0.54, -2.52, -1.01], [4.80, 0.96, -2.13], [5.52, 1.37, -0.75]],
  "lowdin_charge": [-0.072, -0.561, -0.060, -0.019, -0.033, 0.022, 0.162, -0.583, 0.150, 0.080, -0.179, 0.167, -0.023, 0.047, 0.161, 0.115, 0.067, 0.146, 0.073, 0.160, 0.078, 0.054, 0.097, 0.138, 0.115, 0.088, 0.109, 0.128, 0.075, 0.176, 0.075, 0.051]
}

---

{
  "formula": "C8H18N3O3",
  "method": "ωB97M-V/def2-TZVPD",
  "e_lumo_ha": -0.1234,
  "smiles": "CCOCCOC[C@H]1NC(N)=[NH+]CO1",
  "charge": 1,
  "de_lowest_kj_mol": 0.0,
  "gap_ev": 8.8968,
  "energy_ev": -19193.393,
  "elements": ["C", "C", "O", "C", "C", "O", "C", "C", "N", "C", "N", "N", "C", "O", "H", "H", "H", "H", "H", "H", "H", "H", "H", "H", "H", "H", "H", "H", "H", "H", "H", "H"],
  "xyz": [[4.14, 2.27, 0.51], [2.88, 1.48, 0.80], [3.23, 0.13, 1.06], [2.14, -0.76, 1.02], [2.07, -1.43, -0.35], [0.86, -2.14, -0.56], [-0.16, -1.46, -1.23], [-1.26, -1.01, -0.28], [-1.85, 0.30, -0.69], [-3.15, 0.55, -0.53], [-3.62, 1.77, -0.89], [-3.99, -0.39, -0.09], [-3.39, -1.62, 0.47], [-2.30, -1.94, -0.33], [4.26, 2.47, -0.55], [4.14, 3.23, 1.03], [5.01, 1.70, 0.86], [2.20, 1.52, -0.06], [2.34, 1.88, 1.67], [2.29, -1.51, 1.80], [1.20, -0.25, 1.23], [2.87, -2.16, -0.45], [2.21, -0.67, -1.13], [0.22, -0.60, -1.80], [-0.62, -2.15, -1.94], [-0.87, -0.91, 0.74], [-1.28, 1.12, -0.50], [-3.32, 2.16, -1.77], [-4.18, 2.34, -0.28], [-4.83, -0.03, 0.33], [-3.13, -1.47, 1.52], [-4.11, -2.43, 0.38]],
  "lowdin_charge": [-0.055, -0.277, -0.142, -0.199, -0.154, -0.107, -0.134, -0.261, 0.184, -0.359, 0.190, 0.159, -0.128, -0.018, 0.074, 0.075, 0.084, 0.106, 0.118, 0.136, 0.108, 0.137, 0.124, 0.133, 0.147, 0.158, 0.171, 0.129, 0.127, 0.172, 0.150, 0.151]
}